<w>
Computed, not measured: a 4-piece molecular cluster, C2H11NO4 overall, with ωB97M-V/def2-TZVPD.

Cartesian coordinates (Å):
C 2.1871 1.2620 -0.0637
N 1.3945 2.0676 0.7215
C 1.5166 3.5071 0.6409
O 2.4964 0.1474 0.2792
H 2.3939 1.7403 -1.0289
H 0.8155 1.6508 1.4404
H 0.6000 4.0126 0.3174
H 1.7190 3.9238 1.6277
H 2.3011 3.7698 -0.0626
H -1.2914 -2.1950 -0.3548
H -1.9080 -2.3681 -1.6610
O -1.0975 -2.6124 -1.2093
H 1.6339 -0.6611 1.8033
H 1.1615 -1.8757 2.6785
O 0.9076 -1.0632 2.2919
H -4.8160 -4.4114 -2.0501
H -4.7008 -3.1212 -2.8368
O -5.3136 -3.7734 -2.5337

Calculated values
- net charge = 0
- orbital gap (eV) = 10.50
- SMILES = CNC=O.O.O.O

***

<x>
Computed, not measured: a 4-piece molecular cluster, C2H11NO4 overall, with ωB97M-V/def2-TZVPD.

Cartesian coordinates (Å):
C -1.3016 1.1544 -0.9915
C -1.1102 0.3464 0.2046
N -0.2661 -0.7880 0.0525
O -1.5911 0.5854 1.2912
H -0.8863 0.6100 -1.8474
H -2.3770 1.1939 -1.2847
H -0.9790 2.1671 -0.7672
H 0.1021 -1.0331 -0.8587
H -0.2557 -1.4435 0.8223
H 1.9457 -0.0424 -1.7197
H 2.2257 -0.8705 -2.9038
O 1.4662 -0.5977 -2.3693
H -1.2244 -0.6579 2.6450
H -1.1548 -1.6787 3.7683
O -0.8079 -1.5169 2.8788
H 2.5723 1.3935 0.5872
H 1.4150 0.4640 0.5027
O 2.2270 0.7140 -0.0102

Calculated values
- net charge = 0
- orbital gap (eV) = 10.83
- SMILES = CC(N)=O.O.O.O

***

<y>
Computed, not measured: a 4-piece molecular cluster, C2H11NO4 overall, with ωB97M-V/def2-TZVPD.

Cartesian coordinates (Å):
C 0.2201 -1.6781 0.2294
N -0.7017 -0.7353 -0.0255
C -2.0959 -0.9462 0.3211
O 1.4340 -1.5106 0.1859
H -0.1140 -2.6835 0.4708
H -0.3878 0.0762 -0.5391
H -2.2169 -1.6599 1.1421
H -2.6539 -1.2404 -0.5469
H -2.4600 -0.1009 0.8680
H 1.5880 0.3636 -1.6184
H 0.9222 1.6492 -2.2160
O 0.7880 0.7183 -2.0343
H 3.7566 0.0738 -0.5046
H 2.6195 0.3183 0.3574
O 3.0782 0.7546 -0.3794
H -1.3834 2.2621 2.1979
H -0.8092 1.9721 0.8339
O -1.5839 2.3668 1.2576

Calculated values
- net charge = 0
- orbital gap (eV) = 10.50
- SMILES = CNC=O.O.O.O

***

Least stable structure: <w>

***

<w>
Computed, not measured: C35H32N6O5V as an isolated structure, with ωB97M-V/def2-TZVPD.

Cartesian coordinates (Å):
V 1.6473 0.5406 0.7602
O -0.6081 1.5941 5.6082
C -1.6208 1.0598 4.9056
C -2.8593 0.9526 5.5416
C -3.9452 0.4205 4.8764
C -3.8268 -0.0228 3.5611
C -2.6025 0.0776 2.9305
C -1.4868 0.6087 3.5797
C -0.2087 0.6714 2.8378
O -0.1654 0.1567 1.6509
N 0.8311 1.2337 3.4200
N 1.9059 1.1850 2.5422
C 3.1511 1.4996 2.8908
C 4.1067 1.4335 1.8338
C 5.4657 1.7814 1.9695
C 6.2874 1.7427 0.8783
C 5.7686 1.3577 -0.3730
C 4.4468 1.0090 -0.4475
N 3.6205 1.0163 0.6150
H 0.1842 1.6162 5.0141
H -2.9388 1.3023 6.5618
H -4.8976 0.3518 5.3873
H -4.6796 -0.4329 3.0370
H -2.4773 -0.2517 1.9072
H 3.4089 1.8029 3.8987
H 5.8359 2.0871 2.9387
H 7.3302 2.0147 0.9733
H 6.3865 1.3281 -1.2578
H 3.9943 0.6982 -1.3819
C -2.2004 -1.1663 -3.9646
O -2.8923 -0.4347 -2.9484
C -3.2588 -1.1302 -1.8213
C -4.6149 -1.1560 -1.5137
C -5.0723 -1.7966 -0.3771
C -4.1690 -2.4214 0.4735
C -2.8180 -2.3713 0.1874
C -2.3436 -1.7184 -0.9477
N -0.9365 -1.7061 -1.1633
C -0.1318 -0.6011 -1.0776
N -0.6778 0.5939 -1.2971
C -0.1318 1.9004 -1.0794
C 0.9457 2.1492 -0.2419
C 1.3335 3.4871 -0.0955
C 0.6483 4.5159 -0.7148
C -0.4586 4.2437 -1.5169
C -0.8530 2.9302 -1.6946
O -1.9209 2.5422 -2.4657
C -2.9181 3.5154 -2.7258
N 1.1587 -0.7356 -0.7574
C 1.7577 -2.0191 -0.7188
C 2.3538 -2.4767 0.4476
C 3.0010 -3.7044 0.5049
C 3.0345 -4.5044 -0.6214
C 2.4440 -4.0756 -1.8048
C 1.8190 -2.8357 -1.8657
O 1.2884 -2.3085 -3.0026
C 1.3542 -3.0862 -4.1825
H -2.0881 -0.4789 -4.7986
H -2.7993 -2.0264 -4.2737
H -1.2214 -1.5034 -3.6278
H -5.2928 -0.6684 -2.2010
H -6.1310 -1.8093 -0.1567
H -4.5094 -2.9222 1.3690
H -2.0983 -2.8063 0.8710
H -0.4745 -2.5199 -0.7801
H -1.6138 0.6017 -1.6863
H 2.1748 3.7270 0.5466
H 0.9568 5.5436 -0.5712
H -1.0031 5.0466 -1.9921
H -2.5824 4.2360 -3.4751
H -3.1889 4.0440 -1.8098
H -3.7776 2.9734 -3.1127
H 2.2932 -1.8854 1.3591
H 3.4554 -4.0299 1.4297
H 3.5225 -5.4692 -0.5917
H 2.4926 -4.7045 -2.6812
H 0.8933 -2.4882 -4.9643
H 0.8062 -4.0257 -4.0697
H 2.3905 -3.2993 -4.4576

Calculated values
- net charge = 0
- 2S+1 = 4
- orbital gap (spin up / spin down) (eV) = 6.30 / 7.38

***

<x>
Computed, not measured: C35H32N6O5V as an isolated structure, with ωB97M-V/def2-TZVPD.

Cartesian coordinates (Å):
V 1.6157 0.5722 0.8134
O -0.4754 1.5719 5.7557
C -1.5175 1.0587 5.0825
C -2.7324 0.9414 5.7599
C -3.8490 0.4422 5.1184
C -3.7807 0.0476 3.7840
C -2.5787 0.1544 3.1128
C -1.4338 0.6468 3.7407
C -0.1770 0.7102 2.9710
O -0.1397 0.1998 1.7826
N 0.8791 1.2624 3.5354
N 1.9274 1.2085 2.6584
C 3.1544 1.5572 3.0170
C 4.1350 1.4821 1.9950
C 5.4853 1.8348 2.1867
C 6.3568 1.7725 1.1328
C 5.8922 1.3550 -0.1275
C 4.5735 0.9987 -0.2505
N 3.7010 1.0323 0.7712
H 0.2812 1.6337 5.1208
H -2.7705 1.2597 6.7933
H -4.7830 0.3635 5.6609
H -4.6583 -0.3298 3.2753
H -2.4955 -0.1391 2.0745
H 3.3916 1.8728 4.0258
H 5.8088 2.1611 3.1662
H 7.3952 2.0464 1.2672
H 6.5507 1.3024 -0.9820
H 4.1690 0.6592 -1.1971
C -2.3094 -1.5082 -3.9296
O -2.8787 -0.6272 -2.9579
C -3.3115 -1.2378 -1.8045
C -4.6719 -1.2715 -1.5367
C -5.1388 -1.8195 -0.3529
C -4.2421 -2.3329 0.5742
C -2.8828 -2.2824 0.3167
C -2.4043 -1.7348 -0.8688
N -1.0004 -1.7309 -1.1108
C -0.1993 -0.6206 -1.0266
N -0.7763 0.5597 -1.2413
C -0.2206 1.8618 -1.1148
C 0.8569 2.1481 -0.2883
C 1.2837 3.4818 -0.2333
C 0.6302 4.4775 -0.9340
C -0.4808 4.1775 -1.7218
C -0.9109 2.8674 -1.8096
O -1.9953 2.4469 -2.5311
C -2.8060 3.4385 -3.1294
N 1.0907 -0.7458 -0.7242
C 1.6768 -2.0307 -0.7920
C 2.1896 -2.6296 0.3526
C 2.8409 -3.8568 0.3021
C 2.9672 -4.5062 -0.9095
C 2.4522 -3.9369 -2.0708
C 1.8152 -2.7063 -2.0211
O 1.2936 -2.0682 -3.1006
C 1.4568 -2.6810 -4.3652
H -2.0625 -0.8917 -4.7904
H -3.0377 -2.2685 -4.2219
H -1.4049 -1.9838 -3.5478
H -5.3469 -0.8559 -2.2733
H -6.2016 -1.8400 -0.1517
H -4.5958 -2.7515 1.5066
H -2.1688 -2.6414 1.0486
H -0.5304 -2.5655 -0.7902
H -1.7102 0.5416 -1.6310
H 2.1304 3.7446 0.3920
H 0.9656 5.5052 -0.8662
H -0.9954 4.9658 -2.2521
H -2.2553 3.9929 -3.8932
H -3.1909 4.1382 -2.3834
H -3.6360 2.9123 -3.5936
H 2.0582 -2.1234 1.3050
H 3.2338 -4.2970 1.2083
H 3.4653 -5.4649 -0.9671
H 2.5639 -4.4580 -3.0109
H 1.0158 -2.0000 -5.0879
H 0.9400 -3.6435 -4.4117
H 2.5132 -2.8260 -4.6032

Calculated values
- net charge = 0
- 2S+1 = 4
- orbital gap (spin up / spin down) (eV) = 6.18 / 7.38

***

Least stable structure: <w>

***

<w>
Computed, not measured: one molecule with the formula C5H10N2O4, with ωB97M-V/def2-TZVPD.

Cartesian coordinates (Å):
C 2.7301 -0.0618 0.4079
C 1.3877 0.6118 0.5958
C -0.9902 0.1872 0.4456
C -2.0704 -0.8630 0.6166
C -1.3635 1.1710 -0.6574
H 3.8802 -1.5824 -0.5803
H 2.2742 -0.9735 -1.3803
H 3.1281 -0.3172 1.3795
H 3.2805 0.8110 -0.0564
H 0.4076 -1.2241 0.0332
H -1.0165 0.8917 1.3401
H -0.7040 2.0090 -0.5462
H -1.3384 0.6005 -1.6581
H -3.0947 1.8148 -1.3564
H -3.1023 -2.2261 -0.3832
N 2.6492 -1.3575 -0.3614
N 0.3573 -0.2847 0.3633
O 1.1575 1.7793 0.9054
O -2.7117 -0.8610 1.6066
O -2.6867 1.6667 -0.3076
O -2.1739 -1.7916 -0.4066

Calculated values
- net charge = 0
- orbital gap (eV) = 9.99
- SMILES = NCC(=O)N[C@@H](CO)C(=O)O

***

<x>
Computed, not measured: a 2-piece molecular cluster, C5H10N2O4 overall, with ωB97M-V/def2-TZVPD.

Cartesian coordinates (Å):
C -0.9549 -2.1542 1.3648
C 0.8664 2.4154 -0.5251
C -0.8139 -1.5121 -0.1698
C -0.2861 1.8273 0.0083
C 0.2783 -0.5407 -0.4453
N -0.3045 1.4899 1.4104
N 0.6011 -0.4015 -1.6486
O -1.4074 1.4925 1.9418
O 0.7599 1.3475 1.9920
O 1.7528 0.3468 -1.8927
O -0.1224 -0.8351 -2.5578
H -1.7123 -2.9976 1.3084
H -1.2544 -1.4185 2.0569
H -0.0381 -2.5245 1.7164
H 1.5804 2.5978 0.1433
H 2.5828 -0.0933 -1.8370
H 0.9837 2.8970 -1.4398
H -0.5415 -2.4155 -0.7069
H -1.8010 -1.1877 -0.4503
H -1.2277 1.8216 -0.5352
H 1.0586 -0.1551 0.2663

Calculated values
- net charge = 0
- orbital gap (eV) = 8.10
- SMILES = CC/C=[N+](\[O-])O.C=C[N+](=O)[O-]

***

Least stable structure: <x>

***

<w>
Computed, not measured: one molecule with the formula C3H7Cl2, with ωB97M-V/def2-TZVPD.

Cartesian coordinates (Å):
Cl 1.7575 -0.8566 -0.7992
Cl 0.2661 0.0822 0.9996
C -1.5193 -0.3290 -1.8839
C -2.0188 -0.4975 -0.4350
C -1.3059 0.5806 0.4364
H -1.7942 -1.1913 -2.4941
H -1.8528 0.5925 -2.3704
H -0.4253 -0.2264 -1.9332
H -3.1458 -0.4179 -0.4728
H -1.6819 -1.4625 -0.0349
H -1.9311 0.8319 1.3056
H -1.2432 1.5147 -0.1877

Calculated values
- net charge = 0
- 2S+1 = 2
- orbital gap (spin up / spin down) (eV) = 10.87 / 8.12

***

<x>
Computed, not measured: one molecule with the formula C3H7Cl2, with ωB97M-V/def2-TZVPD.

Cartesian coordinates (Å):
Cl -2.3515 1.2414 1.4067
Cl -1.7492 -0.7300 1.0105
C 0.5161 1.0600 -0.4079
C 0.8087 -0.3691 0.1357
C -0.2720 -1.2745 -0.3256
H 1.2041 1.8214 -0.0006
H 0.6915 1.0011 -1.5103
H -0.5035 1.4032 -0.0768
H 1.8639 -0.6267 0.0082
H 0.7818 -0.3490 1.2218
H -0.1985 -2.3564 -0.2946
H -0.7915 -0.8214 -1.1670

Calculated values
- net charge = 0
- 2S+1 = 2
- orbital gap (spin up / spin down) (eV) = 8.27 / 8.92

***

Least stable structure: <x>

***

<w>
Computed, not measured: a 2-piece molecular cluster, C3H12N2O2 overall, with ωB97M-V/def2-TZVPD.

Cartesian coordinates (Å):
C 0.3662 -0.5671 0.1672
C -0.1070 0.2740 1.3478
O 0.9592 1.1681 1.6535
N 1.4219 0.1460 -0.5549
C 1.1858 1.3387 -1.3161
N 0.7687 0.9237 -2.6709
H 0.8048 -1.5211 0.4737
H -0.4005 -0.8245 -0.5611
H -0.3440 -0.3761 2.1737
H -0.9984 0.8440 1.0815
H 0.6649 1.7324 2.3792
H 2.2006 -0.4239 -0.8940
H 0.3937 1.9215 -0.8744
H 2.0828 1.9479 -1.3942
H -0.2422 0.8830 -2.7377
H 1.1196 0.0194 -2.9652
H -3.3136 -3.2458 1.7726
H -3.2300 -1.9517 1.0077
O -3.3326 -2.2885 1.9115

Calculated values
- net charge = +1
- 2S+1 = 2
- orbital gap (spin up / spin down) (eV) = 11.14 / 6.84

***

<x>
Computed, not measured: a 2-piece molecular cluster, C3H12N2O2 overall, with ωB97M-V/def2-TZVPD.

Cartesian coordinates (Å):
N -0.5374 0.4231 1.6100
C -0.2220 -0.1816 0.3653
C 0.7428 -1.4256 0.4914
O 1.6824 -1.2615 1.5134
C -1.4610 -0.7215 -0.3747
N -1.1487 -1.5697 -1.4498
H 0.1441 1.1289 1.8413
H -1.4867 0.6589 1.8399
H 0.2759 0.5484 -0.2956
H 0.1206 -2.3082 0.7246
H 1.3111 -1.4743 -0.4395
H 1.1983 -0.9286 2.2832
H -2.1251 -1.2431 0.3280
H -2.0670 0.1195 -0.7852
H -0.5982 -1.2052 -2.2205
H -1.7923 -2.2841 -1.7632
H 1.9311 3.1750 -0.9189
H 1.6661 4.5841 -1.4936
O 2.3659 3.9656 -1.2560

Calculated values
- net charge = +1
- 2S+1 = 2
- orbital gap (spin up / spin down) (eV) = 10.79 / 5.07

***

Least stable structure: <x>